{"formula": "C40H94BN2O26S8", "method": "wB97M-V/def2-TZVPD", "lumo_energy_ev": -3.556, "total_charge": 1, "e_tot_ha": -6856.37162, "elements": ["C", "B", "O", "C", "C", "C", "C", "O", "C", "C", "C", "C", "C", "C", "N", "C", "C", "C", "C", "C", "N", "H", "H", "H", "H", "H", "H", "H", "H", "H", "H", "H", "H", "H", "H", "H", "H", "H", "H", "H", "H", "H", "H", "H", "H", "H", "H", "H", "H", "H", "H", "O", "S", "O", "O", "C", "C", "C", "H", "H", "H", "H", "H", "H", "H", "H", "O", "S", "O", "O", "C", "C", "C", "H", "H", "H", "H", "H", "H", "H", "H", "O", "S", "O", "O", "C", "C", "C", "H", "H", "H", "H", "H", "H", "H", "H", "O", "S", "O", "O", "C", "C", "C", "H", "H", "H", "H", "H", "H", "H", "H", "O", "S", "O", "O", "C", "C", "C", "H", "H", "H", "H", "H", "H", "H", "H", "O", "S", "O", "O", "C", "C", "C", "H", "H", "H", "H", "H", "H", "H", "H", "O", "S", "O", "O", "C", "C", "C", "H", "H", "H", "H", "H", "H", "H", "H", "O", "S", "O", "O", "C", "C", "C", "H", "H", "H", "H", "H", "H", "H", "H"], "positions_angstrom": [[4.237, -1.217, 2.089], [3.796, -0.803, 0.650], [4.676, -0.369, -0.286], [2.286, -0.923, 0.177], [1.765, -2.189, -0.143], [0.445, -2.373, -0.523], [-0.376, -1.253, -0.592], [-1.646, -1.325, -0.943], [-2.627, -0.731, -0.037], [-3.070, -1.653, 1.101], [-4.601, -1.463, 1.241], [-2.402, -1.314, 2.442], [-0.917, -1.659, 2.489], [-3.108, -2.052, 3.600], [0.146, -0.043, -0.329], [1.428, 0.165, 0.066], [1.806, 1.578, 0.365], [1.194, 2.136, 1.660], [-0.330, 2.208, 1.665], [-0.914, 3.119, 2.728], [-2.398, 3.111, 2.696], [4.088, -2.284, 2.260], [3.644, -0.691, 2.838], [5.288, -1.011, 2.286], [5.529, -0.141, 0.100], [2.391, -3.070, -0.092], [0.015, -3.330, -0.764], [-2.276, 0.217, 0.374], [-3.467, -0.492, -0.674], [-2.914, -2.693, 0.812], [-5.056, -2.289, 1.775], [-5.091, -1.374, 0.278], [-4.791, -0.564, 1.823], [-2.567, -0.246, 2.607], [-0.290, -0.932, 1.971], [-0.721, -2.646, 2.080], [-0.567, -1.664, 3.517], [-2.450, -2.119, 4.459], [-3.303, -3.077, 3.288], [-4.027, -1.570, 3.904], [-0.477, 0.747, -0.433], [2.882, 1.691, 0.374], [1.437, 2.199, -0.454], [1.568, 1.600, 2.530], [1.567, 3.155, 1.745], [-0.644, 2.616, 0.696], [-0.774, 1.216, 1.760], [-0.608, 4.146, 2.559], [-0.624, 2.788, 3.720], [-2.770, 2.550, 3.447], [-2.749, 2.748, 1.821], [-5.115, 2.107, -0.854], [-6.049, 2.985, -1.503], [-7.379, 2.530, -1.758], [-5.400, 3.514, -2.847], [-4.881, 2.539, -3.781], [-5.970, 1.876, -4.595], [-6.108, 4.522, -0.654], [-4.278, 1.805, -3.243], [-4.212, 3.099, -4.431], [-6.605, 1.242, -3.977], [-5.525, 1.261, -5.378], [-6.610, 2.628, -5.057], [-5.093, 4.878, -0.496], [-6.601, 4.344, 0.299], [-6.682, 5.226, -1.251], [1.840, -5.323, -6.011], [1.426, -4.023, -6.438], [2.383, -3.099, -6.958], [0.647, -3.327, -5.227], [1.313, -3.308, -3.955], [2.385, -2.235, -3.887], [0.067, -4.150, -7.545], [1.722, -4.296, -3.735], [0.531, -3.103, -3.226], [3.217, -2.464, -4.550], [2.774, -2.153, -2.870], [1.980, -1.269, -4.191], [-0.675, -4.817, -7.115], [0.455, -4.559, -8.475], [-0.343, -3.158, -7.710], [7.953, -2.790, 2.588], [7.056, -3.867, 2.297], [5.903, -4.082, 3.117], [7.879, -5.208, 2.162], [8.778, -5.568, 3.243], [8.045, -6.154, 4.432], [6.551, -3.764, 0.612], [9.372, -4.698, 3.524], [9.453, -6.302, 2.810], [7.427, -5.407, 4.928], [8.765, -6.537, 5.155], [7.393, -6.968, 4.117], [7.432, -3.644, -0.012], [5.901, -2.897, 0.521], [6.012, -4.672, 0.354], [11.559, 2.442, 1.978], [12.167, 1.576, 2.943], [13.443, 0.992, 2.672], [11.131, 0.421, 3.303], [10.556, -0.317, 2.206], [11.508, -1.358, 1.649], [12.200, 2.357, 4.516], [10.226, 0.377, 1.431], [9.672, -0.802, 2.615], [12.361, -0.894, 1.156], [10.988, -1.982, 0.921], [11.893, -1.990, 2.449], [11.214, 2.760, 4.730], [12.934, 3.158, 4.466], [12.496, 1.628, 5.265], [-4.534, 3.487, -9.471], [-4.989, 2.187, -9.089], [-4.368, 1.497, -7.996], [-4.994, 1.246, -10.365], [-3.782, 1.168, -11.150], [-2.737, 0.275, -10.515], [-6.728, 2.221, -8.828], [-3.399, 2.174, -11.327], [-4.096, 0.763, -12.110], [-2.350, 0.709, -9.594], [-1.903, 0.135, -11.204], [-3.163, -0.698, -10.271], [-7.199, 2.705, -9.679], [-6.905, 2.792, -7.920], [-7.085, 1.201, -8.710], [-12.137, 2.079, -3.056], [-12.271, 0.835, -2.364], [-13.410, 0.599, -1.529], [-10.947, 0.561, -1.536], [-10.472, 1.618, -0.667], [-11.257, 1.701, 0.626], [-12.111, -0.499, -3.500], [-10.483, 2.564, -1.208], [-9.432, 1.373, -0.463], [-12.280, 2.034, 0.448], [-10.782, 2.412, 1.302], [-11.303, 0.728, 1.116], [-11.224, -0.338, -4.105], [-13.003, -0.497, -4.123], [-12.043, -1.428, -2.942], [-12.006, -1.196, 2.721], [-13.424, -1.410, 2.686], [-14.247, -0.883, 3.728], [-13.690, -2.973, 2.550], [-13.041, -3.848, 3.495], [-13.734, -3.862, 4.843], [-14.066, -0.930, 1.123], [-11.990, -3.570, 3.587], [-13.082, -4.835, 3.039], [-13.631, -2.904, 5.352], [-13.299, -4.635, 5.476], [-14.799, -4.059, 4.724], [-13.456, -1.368, 0.340], [-14.021, 0.154, 1.067], [-15.097, -1.266, 1.053], [14.122, 5.613, 5.666], [15.458, 5.198, 5.352], [15.866, 3.853, 5.613], [16.478, 6.204, 6.033], [16.328, 6.461, 7.447], [16.884, 5.340, 8.301], [15.822, 5.598, 3.678], [15.278, 6.655, 7.672], [16.878, 7.383, 7.624], [16.293, 4.431, 8.199], [16.878, 5.636, 9.350], [17.906, 5.104, 8.005], [15.546, 6.632, 3.497], [15.232, 4.930, 3.054], [16.882, 5.437, 3.504]], "lowdin_charge": [0.02, -0.51, 0.18, -0.01, 0.04, 0.04, -0.30, 0.04, -0.09, -0.30, -0.05, -0.39, -0.05, -0.06, 0.22, -0.14, -0.10, -0.16, -0.23, -0.26, 0.00, 0.07, 0.08, 0.07, 0.12, 0.14, 0.14, 0.11, 0.12, 0.15, 0.08, 0.08, 0.09, 0.12, 0.05, 0.09, 0.08, 0.08, 0.09, 0.08, 0.16, 0.12, 0.14, 0.12, 0.12, 0.12, 0.08, 0.11, 0.12, 0.06, 0.05, -0.30, 0.56, -0.27, -0.26, -0.24, -0.06, -0.11, 0.11, 0.13, 0.07, 0.07, 0.08, 0.08, 0.08, 0.08, -0.27, 0.57, -0.27, -0.26, -0.26, -0.06, -0.12, 0.12, 0.10, 0.08, 0.06, 0.09, 0.08, 0.08, 0.08, -0.28, 0.55, -0.27, -0.26, -0.23, -0.07, -0.10, 0.11, 0.12, 0.07, 0.09, 0.09, 0.08, 0.04, 0.08, -0.28, 0.57, -0.27, -0.26, -0.26, -0.07, -0.11, 0.11, 0.10, 0.07, 0.08, 0.09, 0.08, 0.06, 0.08, -0.27, 0.56, -0.29, -0.26, -0.24, -0.07, -0.12, 0.12, 0.12, 0.07, 0.08, 0.08, 0.08, 0.07, 0.08, -0.27, 0.57, -0.28, -0.26, -0.25, -0.06, -0.12, 0.11, 0.11, 0.07, 0.09, 0.06, 0.07, 0.08, 0.07, -0.29, 0.57, -0.27, -0.26, -0.25, -0.07, -0.13, 0.11, 0.12, 0.07, 0.08, 0.09, 0.07, 0.07, 0.08, -0.28, 0.55, -0.27, -0.26, -0.25, -0.07, -0.12, 0.11, 0.12, 0.07, 0.08, 0.09, 0.08, 0.08, 0.08]}